1.
Computed, not measured: an isolated ion of composition C7H13N2O and charge +1, with ωB97M-V/def2-TZVPD.

As for the LUMO energy: -3.3 eV. As for the total charge: +1. Its SMILES is C\C(N)=C/C=C\C=C(/[NH3+])O.

Last column: Löwdin charge in e.
CARTESIAN COORDINATES (ANGSTROEM)
C -1.049 1.668 0.796  -0.044
C -1.147 0.520 -0.140  -0.349
N -1.344 0.933 -1.448  0.149
C -1.688 -0.732 0.312  -0.071
C -1.126 -1.864 0.288  -0.064
C 0.245 -2.342 -0.114  0.001
C 1.270 -1.431 -0.186  -0.057
C 1.009 0.010 -0.251  -0.311
N 1.944 0.692 0.873  0.249
O 1.210 0.705 -1.427  0.006
H -0.769 1.390 1.824  0.090
H -2.146 2.085 0.942  0.149
H -0.423 2.439 0.395  0.081
H -1.466 0.225 -2.199  0.147
H -0.807 1.638 -1.822  0.070
H -2.629 -0.663 0.708  0.110
H -1.622 -2.795 0.509  0.114
H 0.220 -3.382 -0.110  0.089
H 2.245 -1.957 -0.304  0.123
H 2.563 1.350 0.472  0.138
H 2.514 0.090 1.450  0.150
H 1.342 1.093 1.589  0.129
H 1.653 0.328 -2.157  0.101

=====

2.
Computed, not measured: an isolated ion of composition C7H13N2O and charge +1, with ωB97M-V/def2-TZVPD.

As for the LUMO energy: -4.3 eV. As for the total charge: +1. Its SMILES is CC[C@@]1(C)[NH+]=CN(C)C1=O.

Last column: Löwdin charge in e.
CARTESIAN COORDINATES (ANGSTROEM)
C 2.123 0.303 -1.108  -0.033
C 1.281 1.283 -0.254  -0.121
C -0.116 0.878 0.280  -0.373
C -0.574 1.775 1.488  0.032
N -1.081 0.716 -0.839  0.185
C -1.417 -0.543 -0.882  -0.006
N -0.904 -1.304 0.052  -0.018
C -1.031 -2.729 0.118  0.045
C 0.003 -0.546 0.826  -0.360
O 0.771 -1.022 1.613  0.192
H 1.927 -0.652 -0.849  0.034
H 3.125 0.475 -1.021  0.063
H 1.829 0.337 -2.133  0.080
H 1.038 2.136 -0.841  0.117
H 1.930 1.304 0.564  0.110
H -0.143 2.850 1.367  0.131
H -0.082 1.261 2.457  0.151
H -1.622 1.641 1.498  0.063
H -1.579 1.536 -1.110  0.179
H -2.086 -0.780 -1.645  0.165
H -0.111 -3.064 -0.291  0.106
H -1.305 -2.796 1.161  0.115
H -1.974 -3.060 -0.449  0.144

=====

3.
Computed, not measured: C7H13N2O as an isolated structure, with ωB97M-V/def2-TZVPD.

As for the LUMO energy: -2.9 eV. As for the total charge: +1.

Last column: Löwdin charge in e.
CARTESIAN COORDINATES (ANGSTROEM)
C 0.165 -0.863 0.381  -0.134
C -2.203 0.374 0.227  0.013
C 1.330 -2.474 0.313  -0.035
C -0.674 0.373 0.480  -0.060
C -1.293 0.747 -0.910  -0.189
C 2.368 -0.400 1.618  0.065
C -1.333 2.179 -1.405  -0.246
N 1.380 -1.171 0.886  -0.021
N 0.006 -2.038 -0.240  0.180
O -0.171 2.483 -2.115  -0.057
H -2.595 -0.583 0.195  0.098
H -2.608 1.181 0.658  0.084
H 2.201 -2.704 -0.284  0.147
H 1.142 -3.340 0.912  0.138
H -0.377 1.157 1.032  0.103
H -1.185 0.088 -1.827  0.175
H 2.749 -0.883 2.396  0.069
H 3.203 -0.271 1.049  0.086
H 1.896 0.430 1.881  0.065
H -1.260 2.833 -0.596  0.113
H -2.233 2.117 -2.019  0.139
H -0.618 -2.670 -0.624  0.138
H 0.110 3.436 -2.009  0.132

=====

Which structure above is the least stable one? 1 is the least stable one.